[1]
Computed, not measured: an isolated ion of composition C5H12N3 and charge +1, with the ωB97M-V functional and the def2-TZVPD basis.

Computed properties:
* total charge: +1
* frontier orbital gap: 9.46 eV
* E_tot: -9840.4133 eV
* F_max: 4.0 eV/Å

CARTESIAN COORDINATES (ANGSTROEM)
C: 1.968 0.980 -0.585
N: 0.768 1.061 -0.200
N: -0.026 0.189 0.368
C: -0.485 0.303 1.589
C: -0.091 1.456 2.351
C: -0.389 -1.105 -0.688
C: -1.119 -0.580 -1.813
N: 0.746 -1.745 -1.102
H: 2.507 1.757 -1.107
H: 2.519 -0.030 -0.537
H: -1.354 -0.200 1.848
H: -0.683 2.347 2.155
H: 1.046 1.648 2.100
H: -0.137 1.408 3.405
H: -1.020 -1.789 -0.067
H: -1.964 -0.123 -1.440
H: -1.591 -1.327 -2.427
H: -0.684 0.106 -2.587
H: 1.158 -1.437 -1.932
H: 1.328 -2.430 -0.596

---

[2]
Computed, not measured: a 2-piece molecular cluster, C5H12N3O overall, with the ωB97M-V functional and the def2-TZVPD basis.

Computed properties:
* total charge: +1
* frontier orbital gap: 8.76 eV
* E_tot: -11884.7475 eV
* F_max: 5.1 eV/Å

CARTESIAN COORDINATES (ANGSTROEM)
C: 0.155 1.795 0.835
C: 1.052 0.939 -0.163
C: -0.885 -0.180 0.599
C: 1.228 -1.417 0.062
C: -0.285 -0.612 -1.613
N: -1.919 -0.998 0.179
N: -1.091 1.157 0.630
N: 0.274 -0.375 -0.261
O: -3.019 -0.571 0.404
H: 0.558 1.656 1.864
H: 0.331 2.913 0.606
H: 1.158 1.421 -1.121
H: 2.020 0.719 0.247
H: -0.606 -0.806 2.068
H: 1.949 -1.590 -0.665
H: 1.578 -1.319 1.165
H: 0.924 -2.427 0.072
H: -0.630 -1.551 -1.715
H: -1.107 0.076 -1.839
H: 0.326 -0.394 -2.416
H: -2.009 1.565 1.063

---

[3]
Computed, not measured: an isolated ion of composition C5H12N3O4 and charge +1, with the ωB97M-V functional and the def2-TZVPD basis.

Computed properties:
* total charge: +1
* frontier orbital gap (spin up / spin down): 6.39 / 6.39 eV
* E_tot: -18024.4873 eV
* F_max: 4.3 eV/Å

CARTESIAN COORDINATES (ANGSTROEM)
C: -0.660 1.125 0.801
C: -0.670 -1.200 0.859
C: 0.704 -1.426 -0.060
C: -2.317 -0.252 -1.502
C: 3.175 1.082 0.227
N: -1.289 0.014 0.574
N: 1.672 -0.547 0.346
N: -1.216 2.300 0.704
O: -0.329 -1.421 2.134
O: 0.491 -1.496 -1.421
O: -2.583 -0.032 -0.065
O: 2.337 0.190 -0.523
H: -1.474 -1.836 0.400
H: 1.140 -2.471 0.247
H: -1.986 0.557 -2.053
H: -3.251 -0.412 -1.846
H: -1.714 -1.052 -1.743
H: 2.698 1.289 1.116
H: 3.255 1.970 -0.554
H: 4.018 0.488 0.408
H: -2.263 2.411 0.720
H: -0.895 3.231 0.599
H: -0.130 -0.539 2.386
H: 1.287 -1.973 -1.757

---

[4]
Computed, not measured: a 2-piece molecular cluster, C5H12N3OP overall, with the ωB97M-V functional and the def2-TZVPD basis.

Computed properties:
* frontier orbital gap (spin up / spin down): 7.75 / 7.75 eV
* E_tot: -21182.1892 eV
* F_max: 4.4 eV/Å

CARTESIAN COORDINATES (ANGSTROEM)
C: 1.904 -1.273 -0.942
C: 1.732 -1.764 0.389
C: -2.452 -0.408 0.109
C: -2.331 -1.739 0.706
C: 0.642 3.020 -0.464
N: 1.909 -0.340 0.269
N: -1.284 -1.195 -0.049
N: 0.337 1.618 -0.534
O: 0.391 0.951 2.076
P: 0.471 0.495 0.686
H: 2.847 -1.093 -1.473
H: 1.035 -1.155 -1.678
H: 0.784 -2.114 0.670
H: 2.556 -2.306 0.892
H: -3.138 -0.259 -0.722
H: -2.229 0.452 0.755
H: -2.217 -1.824 1.831
H: -2.907 -2.573 0.405
H: -0.104 3.570 -1.041
H: 0.703 3.429 0.478
H: 1.623 3.139 -1.018
H: -0.271 1.370 -1.344

---

[5]
Computed, not measured: a 2-piece molecular cluster, C5H12N3S overall, with the ωB97M-V functional and the def2-TZVPD basis.

Computed properties:
* total charge: +1
* frontier orbital gap: 8.62 eV
* E_tot: -20675.2014 eV
* F_max: 6.0 eV/Å

CARTESIAN COORDINATES (ANGSTROEM)
C: 0.364 -1.870 -0.195
C: -1.190 1.162 0.596
C: -2.522 1.848 0.569
C: -0.364 1.247 1.880
C: 2.072 -2.313 -1.856
N: -0.799 0.426 -0.389
N: 1.423 -1.519 -0.864
N: 1.924 -0.183 -0.686
S: -0.719 -2.388 0.801
H: -2.985 1.653 1.536
H: -3.087 1.382 -0.125
H: -2.447 2.973 0.486
H: 0.600 0.813 1.768
H: -0.976 0.966 2.663
H: -0.224 2.249 2.022
H: 2.799 -1.514 -2.213
H: 2.479 -3.196 -1.618
H: 1.420 -2.428 -2.732
H: -1.448 0.417 -1.139
H: 1.045 0.303 -0.502
H: 2.634 -0.027 -0.002

---

[6]
Computed, not measured: C5H12N4 as an isolated structure, with the ωB97M-V functional and the def2-TZVPD basis.

Computed properties:
* frontier orbital gap: 8.95 eV
* E_tot: -11331.7594 eV
* F_max: 6.2 eV/Å

CARTESIAN COORDINATES (ANGSTROEM)
C: 1.669 0.892 -2.425
C: 0.240 -0.328 -0.643
C: -1.109 -1.022 -0.376
C: -1.923 -0.410 0.608
C: 0.990 -0.863 1.674
H: 2.770 1.106 -1.600
H: 1.174 2.028 -3.085
H: 2.156 0.130 -3.393
H: -1.547 -1.670 -1.261
H: -1.236 0.189 1.289
H: -4.029 -1.195 0.489
H: -3.511 -0.527 1.975
H: 1.853 -1.267 1.961
H: 0.104 -1.667 1.431
H: 0.834 -0.086 2.694
H: 0.243 1.801 0.422
H: 1.781 2.047 -0.168
N: 0.519 0.258 -1.720
N: -3.200 -0.758 1.049
N: 1.026 -0.150 0.475
N: 1.196 1.492 0.602